C28H24Cl12N4O8 | ωB97M-V with the def2-TZVPD basis set

Cartesian coordinates (Å):
C -1.54490 4.55631 -4.89209
C -2.71444 3.91213 -4.46382
C -2.63871 2.59484 -4.15274
C -1.51942 1.82119 -4.41819
C -0.33380 2.36535 -4.87086
C -0.37442 3.77020 -5.11377
N -1.60772 0.43525 -3.99297
O -0.92688 -0.30365 -4.69280
O -2.41821 0.10539 -3.13790
H -1.59974 5.63290 -4.99201
H -3.55793 4.48974 -4.29347
H -3.50177 2.02937 -3.81957
H 0.55006 1.82080 -4.87712
H 0.41945 4.33585 -5.55826
C -2.00805 -2.18167 1.28034
C -1.04099 -1.79862 2.20204
C 0.09512 -1.14016 1.76015
C 0.24385 -0.68769 0.39389
C -0.74806 -0.98923 -0.51126
C -1.86358 -1.79008 -0.06359
N 1.32056 0.19119 0.07257
O 1.95600 0.62108 0.99598
O 1.51264 0.46560 -1.10370
H -2.91219 -2.70739 1.68348
H -1.18294 -2.05481 3.25297
H 0.90788 -0.90881 2.55358
H -0.76680 -0.62023 -1.53976
H -2.64774 -1.99320 -0.79876
C -1.26552 3.45176 0.25256
C -2.36597 2.62634 0.22640
C -2.72543 1.79683 1.30888
C -1.94829 1.85529 2.46800
C -0.79004 2.63666 2.47299
C -0.41999 3.39004 1.37425
N -2.18145 0.96454 3.60855
O -3.09003 0.18804 3.56782
O -1.34994 1.04111 4.48195
H -1.01900 4.12935 -0.56665
H -2.92920 2.52254 -0.71240
H -3.48769 1.03728 1.24732
H -0.24927 2.67104 3.38669
H 0.52327 3.93319 1.45450
C 4.75387 2.03453 2.00572
C 4.98016 1.67729 0.67324
C 6.29432 1.62981 0.23586
C 7.29649 1.74863 1.12191
C 7.17079 1.97041 2.50542
C 5.80147 2.17253 2.92914
N 8.65468 1.84380 0.62242
O 9.00972 2.63691 -0.20377
O 9.36207 0.98147 1.11390
H 3.69901 2.10172 2.32458
H 4.13295 1.64576 0.00775
H 6.51471 1.45968 -0.84869
H 7.98092 2.07389 3.16573
H 5.69458 2.40529 4.01917
C -0.08389 -3.74631 -3.86153
Cl 0.85219 -5.07909 -3.13857
Cl -1.82341 -3.82007 -3.57904
Cl 0.31632 -3.64770 -5.61758
H 0.34117 -2.80727 -3.49701
C 1.30335 -4.56762 5.75391
Cl 0.46266 -6.03610 6.26965
Cl 2.22301 -4.74778 4.29617
Cl 2.33753 -3.82866 7.05491
H 0.51827 -3.89856 5.50803
C -3.02251 -6.28223 3.69316
Cl -3.78447 -7.51645 2.65008
Cl -4.22680 -5.08950 4.28380
Cl -1.66950 -5.38673 3.00456
H -2.68136 -6.82081 4.58492
C -6.06134 -1.51840 -3.77677
Cl -5.35723 -2.68679 -2.62813
Cl -4.90864 -0.74703 -4.81668
Cl -7.06779 -0.38038 -2.95324
H -6.81202 -1.98987 -4.37625

Calculated values
E_tot   -202021.881 eV
LUMO level   -0.0326 hartree
Orbital gap   8.74 eV
M   969.96 g mol⁻¹
Total charge   0
E_HOMO   -9.629 eV

These are the Löwdin partial charges, in e, on atoms 1 to 5: -0.05, -0.07, -0.03, -0.16, 0.03